No. 1
A cluster of 5 separate species, C31H53BBrCl16O6 in total, computed with ωB97M-V/def2-TZVPD.

The HOMO-LUMO gap is 6.8 eV. Its net charge is -1. Its molecular weight is 1179.72 g mol⁻¹. The maximum force comes out at 2.86 eV/A. Its multiplicity is 1.

Structure (XYZ):
```
108
Properties=species:S:1:pos:R:3:forces:R:3
C 3.96958 2.54944 -1.11757 -0.2 0.4 0.6
C 4.04596 3.38812 0.18541 -0.6 -0.9 -0.7
C 3.89269 2.41341 1.38240 0.1 1.1 0.6
C 4.87770 2.63187 2.55356 0.4 -0.8 0.0
C 6.35135 2.85050 2.16429 -0.2 0.1 -0.4
C 6.89784 1.87359 1.09966 0.0 0.1 1.1
C 6.71286 0.36964 1.44937 0.2 0.8 -1.1
C 6.52619 -0.46562 0.14710 0.1 -0.7 1.2
C 5.35801 -1.48942 0.22529 0.3 0.5 -0.7
C 4.23284 -1.20673 -0.79249 0.3 -0.4 0.5
C 3.57678 -2.51373 -1.25265 0.2 0.2 -0.8
C 2.27563 -2.28068 -2.03851 0.1 -0.7 0.1
C 0.99253 -2.38288 -1.18713 0.4 1.2 0.0
C -0.04998 -1.30463 -1.58403 -0.3 -0.2 -0.2
C -1.43539 -1.85016 -1.96419 0.2 -0.4 0.1
C -2.12316 -2.69324 -0.87310 0.9 0.7 -0.6
C -2.68692 -1.88440 0.31714 -0.9 -1.2 0.1
C -1.56336 -1.61074 1.39912 -1.0 -0.8 0.8
Br -1.15481 0.32294 1.55081 0.2 -0.3 -0.3
C -1.99311 -2.08658 2.80719 0.7 0.7 0.6
C -1.10071 -1.54527 3.95945 -0.7 -0.3 -0.3
C -3.88328 -2.79046 0.85986 -0.1 0.6 -0.5
O -4.77473 -1.86605 1.38892 -0.7 -0.4 1.1
B -4.74305 -0.65289 0.58489 1.9 0.4 -0.7
C -4.82863 0.69135 1.55295 -0.5 0.6 0.4
C -5.02832 0.38842 3.01503 1.6 1.1 -1.9
O -6.03598 -0.01839 3.45314 -2.1 -1.2 1.5
O -3.96006 0.64500 3.84576 0.0 0.4 0.0
O -5.57718 -0.57137 -0.62562 -0.5 -0.4 1.0
C -6.93025 -0.85346 -0.40339 -0.2 0.2 -1.0
C -7.85259 0.35325 -0.38855 -0.7 -0.1 0.2
O -7.89304 1.03585 -1.63896 0.1 -0.5 0.1
C -9.08195 1.73824 -1.82099 -0.3 0.9 0.0
C -9.15706 3.07557 -1.03763 -0.5 0.0 -0.2
O -3.33930 -0.71946 0.00805 0.2 0.2 -0.6
H 3.76530 3.17824 -1.98635 0.2 -0.2 -0.1
H 4.85334 1.92607 -1.26066 0.1 0.1 -0.2
H 3.12796 1.86411 -0.98473 0.0 0.0 -0.3
H 3.18036 4.06164 0.11681 0.3 0.0 0.4
H 4.94427 4.00620 0.22394 0.0 -0.1 0.0
H 2.89209 2.58065 1.79257 0.0 -0.3 0.0
H 3.92011 1.36935 1.06165 0.2 0.1 -0.1
H 4.85437 1.71756 3.15919 -0.2 0.1 0.1
H 4.54608 3.42904 3.22311 0.0 0.1 -0.2
H 6.98586 2.80508 3.05573 -0.1 0.0 0.0
H 6.44580 3.86238 1.75247 0.2 0.0 0.1
H 7.97664 2.05428 1.04000 -0.1 0.1 -0.3
H 6.46846 2.14802 0.13656 -0.1 -0.3 0.0
H 5.89685 0.21686 2.15655 -0.1 0.0 -0.2
H 7.63520 0.06841 1.95127 -0.2 -0.2 0.1
H 7.45773 -1.02670 0.01771 -0.1 0.0 -0.2
H 6.43622 0.17382 -0.73119 -0.2 0.1 0.1
H 5.77962 -2.46872 -0.01997 -0.2 -0.1 0.2
H 4.95537 -1.52820 1.23981 0.0 -0.1 0.0
H 4.69759 -0.71704 -1.65413 -0.2 0.0 -0.1
H 3.49607 -0.49982 -0.39748 0.0 -0.1 0.1
H 4.30261 -2.96901 -1.93996 0.0 -0.1 0.2
H 3.46238 -3.22686 -0.42999 -0.2 0.1 0.0
H 2.20369 -3.01972 -2.84562 0.0 0.1 0.0
H 2.36874 -1.31702 -2.54724 -0.2 0.1 0.2
H 1.27323 -2.17958 -0.14704 0.0 -0.2 0.0
H 0.60324 -3.40296 -1.21541 -0.1 0.1 -0.1
H 0.32064 -0.76285 -2.46082 0.0 0.0 0.1
H -0.12002 -0.56569 -0.78300 -0.1 -0.1 -0.1
H -1.28399 -2.49085 -2.84656 -0.1 0.0 0.1
H -2.10241 -1.05021 -2.29318 0.0 0.1 0.2
H -1.38655 -3.41519 -0.49424 -0.1 0.0 0.1
H -2.88128 -3.30046 -1.37177 -0.3 0.2 0.2
H -0.64450 -2.13984 1.14129 0.2 0.4 -0.1
H -3.00948 -1.76139 3.03234 0.0 -0.1 -0.3
H -1.97641 -3.17827 2.85465 0.0 0.2 -0.3
H -0.07730 -1.34703 3.63839 0.0 -0.2 0.2
H -1.54164 -0.61074 4.30387 0.2 0.0 0.1
H -1.14186 -2.26219 4.78473 0.3 0.1 0.0
H -3.58445 -3.61472 1.52068 -0.2 0.4 0.4
H -4.43944 -3.27089 0.03724 0.7 -0.1 -0.3
H -5.69152 1.30209 1.26393 0.0 -0.1 0.0
H -3.95981 1.34310 1.41489 0.1 -0.3 -0.2
H -3.45876 1.34079 3.39292 0.3 -0.5 0.1
H -7.26506 -1.47959 -1.25119 0.0 0.3 0.3
H -7.13490 -1.43464 0.50898 0.2 0.1 0.0
H -7.66219 1.04921 0.43829 0.3 0.0 -0.1
H -8.87302 -0.03809 -0.20704 0.2 -0.1 0.1
H -9.98034 1.15095 -1.57043 0.3 -0.3 0.0
H -9.16202 1.97667 -2.88513 0.2 -0.2 0.0
H -9.92353 3.07096 -0.25763 0.1 -0.2 0.1
H -8.21051 3.35929 -0.57710 0.1 -0.1 -0.2
H -9.46372 3.85865 -1.73760 0.2 0.1 0.1
C 3.47070 6.40919 -2.99240 -0.1 -0.1 0.1
Cl 2.62776 6.35705 -1.44083 0.0 0.1 -0.1
Cl 3.57291 8.08248 -3.55732 0.0 0.0 0.0
Cl 5.10474 5.75419 -2.79317 -0.6 0.4 -0.1
Cl 2.58817 5.43926 -4.17682 0.0 0.0 0.0
C 0.56146 -5.59047 2.50236 -0.1 0.1 0.0
Cl 1.67081 -4.33739 1.93698 0.0 0.0 0.0
Cl -1.01059 -5.38090 1.72812 0.1 -0.1 -0.1
Cl 1.21621 -7.18534 2.09407 0.0 0.0 0.0
Cl 0.37415 -5.46180 4.25630 0.0 0.0 0.0
C -8.19538 -4.53540 -1.93088 0.2 0.1 0.1
Cl -6.57836 -3.94371 -1.55285 -0.1 -0.2 -0.1
Cl -8.24225 -5.10371 -3.60977 0.0 0.0 0.0
Cl -8.60299 -5.87762 -0.84822 0.0 0.0 0.0
Cl -9.38019 -3.23980 -1.72226 0.0 -0.1 0.0
C 9.28662 5.24730 -3.89638 0.0 0.0 0.0
Cl 10.36010 3.84275 -3.93586 0.0 0.0 0.0
Cl 8.96220 5.78879 -5.54768 0.0 0.0 0.0
Cl 7.76412 4.80505 -3.11434 0.6 -0.3 -0.1
Cl 10.05759 6.55392 -2.98775 0.0 0.0 0.0
```
Positions in Å, forces in eV/Å.

No. 2
A structure of composition C32H31Cl4FNO2Ru, computed with ωB97M-V/def2-TZVPD.

The HOMO-LUMO gap (spin up / spin down) is 4.9 / 5.9 eV. Its net charge is -2. The expectation value of S² is 8.792. Its molecular weight is 723.48 g mol⁻¹. The maximum force comes out at 1.23 eV/A. Its multiplicity is 6.

Structure (XYZ):
```
72
Properties=species:S:1:pos:R:3:forces:R:3
Ru 0.66421 0.16386 -0.15876 0.4 1.0 -0.6
C -2.63140 0.40166 2.91528 0.1 0.1 -0.1
C -2.04475 -0.65835 2.02485 -0.1 0.1 0.1
C -2.83261 -1.32541 1.09812 0.0 0.0 -0.1
C -2.27591 -2.24494 0.22038 -0.1 0.0 0.0
C -0.92385 -2.53550 0.27712 0.0 -0.1 -0.2
C -0.11899 -1.87399 1.19655 -0.3 -0.5 0.6
C -0.68791 -0.95186 2.07400 0.1 0.0 0.1
H -2.48345 1.38694 2.45817 0.0 -0.1 0.0
H -2.14881 0.40818 3.89561 0.0 0.0 0.0
H -3.70408 0.25253 3.04986 0.0 0.0 0.0
H -3.88574 -1.07383 1.02405 0.0 0.0 0.0
H -2.89870 -2.73160 -0.52092 0.0 0.0 0.0
H -0.48818 -3.26915 -0.38997 0.0 0.0 0.0
H 0.87897 -2.22727 1.37070 0.3 0.1 -0.2
H -0.05860 -0.45200 2.80124 0.0 0.0 0.0
Cl -4.45600 5.20119 -0.04902 0.1 -0.1 0.0
C -2.92532 4.38038 0.12596 0.1 -0.2 0.0
C -1.78828 5.08741 0.46096 0.1 -0.2 0.0
Cl -1.85953 6.81654 0.67397 0.1 -0.1 0.0
C -0.56410 4.39411 0.62185 -0.1 0.1 0.0
Cl 0.87905 5.25882 1.08263 -0.1 0.0 0.0
C -0.44627 3.01535 0.43056 0.3 0.0 0.1
O 0.65353 2.34419 0.59941 -0.2 0.0 -0.3
C -1.62721 2.28363 0.02633 0.0 -0.3 -0.1
O -1.50626 1.02016 -0.19508 0.0 0.1 0.1
C -2.83452 2.98477 -0.07324 -0.1 0.1 0.0
Cl -4.25326 2.04980 -0.48666 0.0 0.1 0.0
F 0.71671 -5.59421 -3.95123 0.0 -0.2 0.0
C 0.56945 -4.28777 -3.57362 0.0 0.1 0.0
C -0.69530 -3.76074 -3.44892 -0.2 0.2 0.1
C -0.84106 -2.42655 -3.07606 -0.1 -0.1 0.0
C 0.26379 -1.58931 -2.82093 0.0 0.2 -0.2
C 0.10959 -0.20057 -2.42038 0.2 -0.3 0.5
C 1.53504 -2.18827 -2.96762 0.1 -0.1 0.0
C 1.68990 -3.51999 -3.33547 0.2 0.2 0.1
H -1.55672 -4.38843 -3.65136 0.0 0.0 0.0
H -1.83766 -2.00444 -2.97311 0.1 -0.1 0.0
H -0.89686 0.19905 -2.46451 -0.1 0.0 -0.1
H 0.86842 0.47745 -2.79532 0.1 0.0 -0.2
H 2.41159 -1.58225 -2.74709 -0.1 -0.1 0.0
H 2.67635 -3.96606 -3.43058 -0.1 0.1 0.0
C 3.02136 2.24580 -2.18722 0.4 0.0 -0.1
C 4.19892 2.30162 -1.20677 -0.3 -0.1 0.2
C 3.82186 3.16135 0.01218 0.1 -0.1 -0.1
C 4.75863 0.95973 -0.74693 0.0 0.0 -0.1
C 6.13927 0.81643 -0.82184 0.0 0.0 0.0
C 6.82233 -0.29195 -0.33566 0.0 0.1 0.0
C 6.06980 -1.28296 0.27781 0.0 0.0 0.0
C 4.68829 -1.21617 0.38067 -0.1 0.0 0.0
C 3.99941 -2.36791 1.10052 -0.3 0.2 -0.2
C 3.24297 -1.89609 2.35457 0.2 -0.2 -0.1
C 3.11848 -3.19625 0.14871 0.1 0.0 0.2
C 3.95313 -0.09277 -0.17401 -0.1 -0.2 0.1
N 2.60632 -0.06014 -0.14785 -0.2 -0.1 0.2
H 2.83539 3.24148 -2.60254 0.0 0.0 0.0
H 2.12430 1.93029 -1.67975 -0.3 -0.1 0.1
H 3.22002 1.55380 -3.01064 0.0 0.0 0.0
H 5.02059 2.79696 -1.73030 0.1 0.1 0.0
H 2.97805 2.71381 0.54119 0.0 0.1 0.0
H 3.51916 4.16797 -0.29985 0.0 -0.1 0.0
H 4.67178 3.24678 0.69793 0.0 0.0 0.0
H 6.71094 1.62259 -1.27561 0.0 0.0 0.0
H 7.90226 -0.37243 -0.42202 -0.1 0.0 0.0
H 6.58027 -2.14492 0.70335 -0.1 0.0 0.0
H 4.79697 -3.02854 1.44516 0.1 -0.1 0.0
H 2.53031 -1.11899 2.09465 -0.1 0.1 0.0
H 3.94536 -1.48141 3.08437 0.0 0.0 -0.1
H 2.70887 -2.73069 2.82839 0.1 0.1 0.0
H 2.36648 -2.56906 -0.32137 -0.1 0.0 -0.1
H 2.61676 -4.01356 0.68664 0.1 0.1 -0.1
H 3.72884 -3.63782 -0.64500 0.0 0.0 0.0
```
Positions in Å, forces in eV/Å.

No. 3
A cluster of 14 separate species, C25H78O14 in total, computed with ωB97M-V/def2-TZVPD.

The HOMO-LUMO gap is 9.9 eV. Its net charge is 0. Its molecular weight is 602.89 g mol⁻¹. The maximum force comes out at 1.61 eV/A. Its multiplicity is 1.

Structure (XYZ):
```
117
Properties=species:S:1:pos:R:3:forces:R:3
C 1.78499 -0.55930 -3.99806 -1.2 0.4 0.2
O 2.65379 -0.95952 -5.01635 0.8 0.3 -0.6
H 0.77861 -0.85804 -4.29636 -0.2 -0.5 0.8
H 2.16303 -0.94470 -3.05213 -0.4 -0.3 -0.1
H 1.64730 0.51804 -3.88241 0.6 0.3 -0.1
H 2.31468 -0.55823 -5.82023 0.3 -0.1 -0.2
C 3.02624 2.06721 1.88327 0.0 -0.3 1.5
O 1.67431 2.45400 2.09754 -0.4 0.1 -0.8
H 3.71108 2.83742 2.24092 0.1 0.2 -0.4
H 3.22705 1.20053 2.51499 0.2 -0.3 -0.3
H 3.16320 1.80668 0.83555 0.0 0.2 0.1
H 1.44703 2.60033 3.01852 0.4 0.0 0.1
C 5.04320 0.66833 -1.81033 -0.1 0.6 -0.1
O 4.65776 0.25344 -0.49900 0.4 0.5 0.3
H 5.83967 0.04283 -2.21186 -0.6 -0.4 -0.3
H 4.10975 0.75668 -2.36541 0.3 -0.6 -0.6
H 5.45138 1.68053 -1.82617 0.0 0.2 0.4
H 5.19968 0.78372 0.09110 0.0 -0.2 0.3
C -1.39077 3.52074 2.49963 -0.6 -0.1 -0.8
C -2.65183 2.99459 1.78082 0.9 0.0 0.3
O -3.51564 4.01187 1.36290 -0.5 0.6 0.1
H -1.65563 3.99423 3.44473 0.1 0.0 0.0
H -0.89120 4.23588 1.84539 0.1 0.1 0.1
H -0.71688 2.67325 2.62774 0.0 0.0 0.3
H -3.18827 2.34423 2.47255 -0.1 -0.2 -0.2
H -2.33841 2.43793 0.89656 0.0 -0.4 0.1
H -3.43855 4.11658 0.41129 0.0 0.3 -0.2
C -1.07885 -3.43460 -1.04593 0.6 0.7 -0.7
C -0.05980 -3.31495 -2.20600 -0.3 -1.1 0.6
O 0.17516 -4.63337 -2.73954 -0.1 0.2 0.2
H -1.96128 -3.97021 -1.39477 0.0 0.1 0.1
H -1.32300 -2.40931 -0.76595 -0.4 0.0 0.0
H -0.70061 -3.88399 -0.12774 0.3 -0.4 -0.3
H 0.89157 -2.91365 -1.85321 0.0 0.2 0.1
H -0.43898 -2.67450 -3.00266 -0.1 0.2 0.2
H 0.56065 -4.53722 -3.61384 0.1 0.0 0.0
C 2.30667 -2.84705 2.99690 0.2 0.3 -0.6
C 2.53424 -1.88407 1.82247 -0.6 -0.9 -0.3
O 3.85510 -1.40922 1.81293 0.0 0.4 0.6
H 3.18351 -3.42627 3.28552 0.2 0.2 -0.2
H 1.54147 -3.56456 2.70098 -0.2 0.1 0.3
H 2.00584 -2.23579 3.84792 -0.2 -0.3 0.2
H 1.72487 -1.15108 1.87314 0.3 0.9 0.4
H 2.28749 -2.31590 0.85004 0.3 -0.7 0.0
H 4.01695 -0.91471 1.00429 0.0 0.0 -0.3
C 3.73013 -2.97816 -1.57875 0.7 -0.5 1.2
C 3.92288 -3.16303 -3.04484 -0.9 -0.1 0.3
O 4.78008 -2.17100 -3.54718 0.4 -0.1 -0.2
H 3.04563 -3.72043 -1.16547 -0.5 0.3 -0.1
H 3.49073 -1.94894 -1.31145 -0.3 -0.1 0.1
H 4.65896 -3.24920 -1.07376 0.2 0.4 0.1
H 2.93192 -3.09765 -3.49726 0.0 -0.1 -0.5
H 4.29409 -4.18175 -3.16501 0.3 0.1 -0.6
H 4.25278 -1.60034 -4.11500 0.0 0.0 -0.3
C 1.02059 0.13450 -0.59933 -0.1 0.9 0.5
C -0.28096 0.59453 0.12589 1.1 -0.8 -0.8
O -1.36965 0.00302 -0.58729 0.2 0.2 0.4
H 1.16939 0.61280 -1.56801 -0.5 -0.1 -0.2
H 1.07912 -0.94925 -0.69746 -0.4 0.0 -0.1
H 1.92787 0.41992 -0.06593 -0.2 0.1 0.4
H -0.41476 1.67559 0.16870 0.3 0.1 -0.1
H -0.25648 0.21160 1.14729 -0.1 0.0 0.1
H -2.08421 -0.09799 0.05025 -0.7 -0.1 0.2
C 2.73534 3.56297 -1.72587 -0.4 0.2 0.1
C 2.40014 4.54523 -0.58079 0.7 -1.1 -0.6
O 1.16659 4.22247 0.00755 -0.3 0.4 -0.1
H 1.85384 3.43427 -2.35507 0.0 0.2 -0.2
H 2.96485 2.55866 -1.36769 0.1 0.0 0.3
H 3.57446 3.90710 -2.33118 0.0 0.1 0.0
H 2.38639 5.56496 -0.96521 -0.2 0.0 0.1
H 3.21501 4.44514 0.13848 0.0 0.4 0.3
H 1.31246 3.61502 0.74078 0.0 -0.2 0.3
C -3.36524 -1.66461 -3.12314 -0.5 0.2 -0.1
C -2.96554 -0.28226 -3.63286 1.2 -0.4 0.9
O -1.59740 -0.03319 -3.27420 0.2 0.0 -1.1
H -3.52400 -1.62916 -2.04499 0.2 -0.2 0.1
H -2.59868 -2.39539 -3.37870 0.0 0.1 0.1
H -4.30056 -2.02278 -3.55550 -0.1 0.1 -0.1
H -3.52531 0.51763 -3.14625 -0.7 -0.1 -0.4
H -3.00597 -0.24335 -4.72090 -0.2 0.3 0.1
H -1.50498 -0.01031 -2.31363 -0.2 -0.1 0.4
C -0.33702 0.11331 4.58966 -0.6 0.9 -1.0
C -0.51690 -0.34060 5.99921 0.3 -0.1 0.4
O -1.70163 -1.15847 6.05868 0.7 0.2 0.0
H 0.46073 0.83221 4.40085 0.4 -0.2 0.5
H -1.22181 0.68936 4.31287 -0.2 -0.2 -0.2
H -0.22068 -0.68097 3.85227 0.0 -0.2 0.2
H -0.64128 0.50391 6.67834 0.0 0.2 -0.1
H 0.36848 -0.87734 6.34369 -0.1 -0.3 0.0
H -1.74218 -1.51866 6.94817 -0.2 -0.1 0.0
C -1.39935 -3.21791 2.82602 1.1 -0.5 0.3
C -2.80613 -3.20596 3.34029 0.6 0.7 0.3
O -3.13327 -1.89060 3.75745 -1.0 0.4 -0.7
H -0.71515 -3.07402 3.66406 0.0 -0.1 0.2
H -1.10602 -2.42300 2.13967 -0.6 -0.1 -0.4
H -1.17518 -4.20378 2.41679 0.2 0.1 -0.3
H -2.83854 -3.83233 4.23280 -0.3 -0.5 -0.3
H -3.50164 -3.52617 2.56504 -0.2 0.1 0.3
H -2.51685 -1.60930 4.44190 0.1 0.0 0.4
C -1.24954 3.55182 -2.23044 -0.9 0.1 0.5
C -2.76269 3.46530 -2.35336 -0.4 0.3 -1.3
O -3.49462 4.62302 -1.90171 0.5 -0.4 0.8
H -0.97191 3.83492 -1.21481 0.1 -0.1 0.0
H -0.79608 4.27528 -2.90738 -0.1 -0.1 -0.1
H -0.91537 2.53336 -2.43019 0.4 0.1 -0.1
H -3.11618 2.53138 -1.91218 -0.1 0.1 0.6
H -3.07246 3.39455 -3.39798 0.5 -0.4 -0.3
H -4.39293 4.46757 -2.20379 -0.1 0.2 0.1
C -5.23190 0.54612 -0.11778 0.4 1.0 0.9
C -4.82878 -0.50591 0.91088 -0.5 -0.2 -1.0
O -3.52131 -0.29784 1.35717 1.1 0.6 -0.1
H -6.25265 0.44634 -0.48503 0.2 -0.4 -0.2
H -4.49159 0.67147 -0.90869 -0.1 -0.6 -0.3
H -5.19537 1.52980 0.35467 -0.1 0.1 0.3
H -4.82376 -1.47849 0.41450 -0.6 -0.3 0.1
H -5.46636 -0.48690 1.79551 -0.5 -0.2 -0.3
H -3.41812 -0.86691 2.12688 0.4 -0.1 0.6
```
Positions in Å, forces in eV/Å.

- Among the records above, which one has the lowest net charge?
  C32H31Cl4FNO2Ru

- The lowest net charge belongs to which entry?
  C32H31Cl4FNO2Ru